Record 1
DFT (ωB97M-V/def2-TZVPD) results for a structure of composition C13H4Cl5F6NO5RhSb.

Atoms and positions in Å:
Rh (0.56, 0.37, 0.09)
Cl (-2.90, -4.52, 4.23)
C (-2.27, -3.60, 2.97)
C (-1.34, -2.55, 3.28)
Cl (-0.90, -2.24, 4.89)
C (-0.83, -1.80, 2.26)
Cl (0.28, -0.51, 2.56)
C (-1.19, -2.03, 0.90)
O (-0.74, -1.34, -0.05)
C (-2.12, -3.11, 0.62)
Cl (-2.53, -3.37, -1.00)
C (-2.65, -3.87, 1.64)
Cl (-3.75, -5.12, 1.31)
O (-0.02, 2.33, 0.57)
C (-0.83, 2.41, -0.42)
O (-0.91, 1.36, -1.14)
C (-1.62, 3.61, -0.69)
C (-2.50, 3.62, -1.77)
C (-3.26, 4.75, -2.01)
C (-3.11, 5.83, -1.16)
C (-2.24, 5.84, -0.09)
C (-1.48, 4.71, 0.15)
N (-3.93, 7.04, -1.41)
O (-4.70, 6.99, -2.35)
O (-3.83, 7.95, -0.62)
H (-2.58, 2.75, -2.41)
H (-3.95, 4.81, -2.84)
H (-2.17, 6.72, 0.54)
H (-0.79, 4.68, 0.98)
F (2.03, -1.11, -0.78)
Sb (3.46, 0.22, -1.05)
F (2.68, 0.75, 0.69)
F (4.68, -0.88, -0.20)
F (4.51, 1.74, -1.13)
F (3.75, -0.38, -2.77)
F (1.87, 1.21, -1.61)

Calculated values
Frontier orbital gap (alpha / beta), eV: 9.3 / 5.3
Max |F|, eV/A: 0.60
Spin multiplicity: 6
Total charge: +1
⟨S²⟩: 8.787
Energy above the lowest of the compared OMol25 structures with the same formula, charge and spin, kcal/mol: 0.0
Energy, hartree: -4179.3629

***

Record 2
DFT (ωB97M-V/def2-TZVPD) results for the ion C4H9N2O2 with charge -1.

Atoms and positions in Å:
N (0.52, 1.60, -2.55)
C (0.15, 1.14, -1.24)
C (1.17, 0.26, -0.42)
N (0.86, -0.22, 0.84)
C (-0.67, -0.33, 1.32)
C (-1.16, -1.84, 1.64)
O (-2.44, -1.58, 1.82)
O (2.31, 0.23, -0.85)
H (0.40, 0.86, -3.18)
H (1.38, 1.99, -2.68)
H (0.13, 2.09, -0.59)
H (-0.77, 0.54, -1.26)
H (1.49, -0.84, 1.28)
H (-1.24, 0.15, 0.48)
H (-0.75, 0.39, 2.16)
H (-0.89, -2.40, 0.78)
H (-0.50, -2.06, 2.47)

Calculated values
Frontier orbital gap, eV: 6.3
Max |F|, eV/A: 5.12
Total charge: -1
Energy above the lowest of the compared OMol25 structures with the same formula, charge and spin, kcal/mol: 71.2
Energy, hartree: -417.7691

***

Record 3
DFT (ωB97M-V/def2-TZVPD) results for a structure of composition CH2OS.

Atoms and positions in Å:
C (0.32, -0.10, 0.12)
O (3.40, 0.76, -0.03)
S (2.69, -0.50, 0.08)
H (-0.53, -0.63, 0.48)
H (0.06, 0.94, -0.25)

Calculated values
Frontier orbital gap (alpha / beta), eV: 9.3 / 8.1
Max |F|, eV/A: 3.72
Energy above the lowest of the compared OMol25 structures with the same formula, charge and spin, kcal/mol: 106.0
Energy, hartree: -512.5456

***

Record 4
DFT (ωB97M-V/def2-TZVPD) results for a cluster of 2 separate species, C5H9NO in total.

Atoms and positions in Å:
C (0.46, -1.79, 1.21)
C (-0.45, -0.67, 1.62)
N (-0.15, 0.57, 1.72)
C (-1.22, -0.27, -1.16)
C (-0.19, 0.64, -1.41)
C (0.47, 1.92, -1.24)
O (1.15, 0.64, -1.08)
H (-0.02, -2.39, 0.44)
H (0.68, -2.44, 2.07)
H (1.40, -1.40, 0.81)
H (-1.48, -0.95, 1.86)
H (0.83, 0.69, 1.46)
H (-2.15, 0.27, -1.39)
H (-0.46, 0.22, -2.48)
H (0.80, 2.50, -2.11)
H (0.31, 2.47, -0.32)

Calculated values
Frontier orbital gap, eV: 9.5
Max |F|, eV/A: 0.43
Energy above the lowest of the compared OMol25 structures with the same formula, charge and spin, kcal/mol: 152.9
Energy, hartree: -325.6939

***

Record 5
DFT (ωB97M-V/def2-TZVPD) results for a structure of composition C25H29BBr42N2OS3.

Atoms and positions in Å:
C (1.97, 1.00, 2.37)
C (0.44, 0.91, 2.94)
S (-0.75, 1.07, 1.50)
C (-0.28, -0.04, 0.06)
C (0.81, 0.60, -0.98)
C (1.86, -0.42, -1.79)
S (1.92, -2.29, -1.56)
C (2.94, 0.20, -2.90)
C (2.93, 1.86, -3.16)
B (3.96, 2.51, -4.29)
O (3.95, 1.84, -5.63)
C (4.91, 3.84, -4.05)
C (5.81, 3.65, -2.66)
C (1.94, 2.90, -2.38)
N (1.85, 4.42, -2.52)
S (0.58, 4.95, -1.43)
N (0.09, 3.36, -0.78)
C (0.91, 2.20, -1.31)
H (2.10, 1.99, 1.77)
H (2.16, 0.10, 1.63)
H (2.69, 0.92, 3.31)
H (0.21, -0.10, 3.49)
H (0.23, 1.83, 3.67)
H (0.10, -1.10, 0.44)
H (-1.27, -0.24, -0.57)
H (0.82, -2.75, -0.79)
H (3.68, -0.48, -3.50)
H (4.80, 1.31, -5.74)
H (4.17, 4.77, -3.97)
H (5.58, 4.05, -4.99)
H (6.88, 4.14, -2.74)
H (5.90, 2.49, -2.48)
H (5.17, 4.11, -1.77)
C (7.31, 0.93, -7.55)
Br (7.92, 2.53, -6.63)
Br (8.72, 0.15, -8.64)
Br (6.54, -0.36, -6.32)
H (6.51, 1.24, -8.23)
C (-0.01, -5.14, 1.52)
Br (-1.06, -5.24, -0.11)
Br (1.90, -5.10, 1.15)
Br (-0.55, -3.64, 2.64)
H (-0.20, -6.05, 2.09)
C (2.89, 4.59, 3.41)
Br (1.84, 4.49, 1.78)
Br (4.80, 4.63, 3.04)
Br (2.35, 6.09, 4.53)
H (2.69, 3.68, 3.98)
C (-3.24, -3.85, -3.51)
Br (-1.53, -2.91, -3.44)
Br (-3.00, -5.74, -3.92)
Br (-4.29, -3.58, -1.90)
H (-3.81, -3.41, -4.34)
C (4.11, 2.54, 7.33)
Br (5.48, 3.83, 6.85)
Br (2.37, 3.02, 6.59)
Br (4.62, 0.73, 6.85)
H (4.01, 2.57, 8.42)
C (-0.09, -8.26, 4.88)
Br (-1.14, -8.36, 3.25)
Br (1.82, -8.22, 4.51)
Br (-0.63, -6.77, 6.00)
H (-0.28, -9.17, 5.45)
C (-4.41, -0.22, -4.47)
Br (-6.05, -0.41, -3.43)
Br (-3.14, -1.64, -4.10)
Br (-4.78, -0.05, -6.37)
H (-3.94, 0.72, -4.15)
C (-8.47, -1.12, -6.92)
Br (-9.47, -0.89, -5.27)
Br (-8.41, -2.99, -7.48)
Br (-9.13, 0.03, -8.34)
H (-7.44, -0.82, -6.72)
C (-3.66, -2.60, 5.13)
Br (-4.76, -2.15, 6.67)
Br (-2.37, -1.21, 4.73)
Br (-2.81, -4.34, 5.33)
H (-4.33, -2.67, 4.27)
C (4.90, 9.46, 5.27)
Br (4.21, 10.67, 6.64)
Br (5.15, 7.66, 5.96)
Br (3.80, 9.48, 3.67)
H (5.89, 9.83, 4.99)
C (-7.69, -5.16, 8.02)
Br (-7.66, -3.82, 9.43)
Br (-8.31, -4.42, 6.33)
Br (-5.97, -6.05, 7.83)
H (-8.41, -5.92, 8.32)
C (-7.03, -0.99, 2.62)
Br (-6.43, 0.61, 3.54)
Br (-5.63, -1.78, 1.53)
Br (-7.80, -2.28, 3.86)
H (-7.83, -0.68, 1.94)
C (4.12, -3.96, -5.89)
Br (3.07, -4.07, -7.52)
Br (6.03, -3.93, -6.26)
Br (3.58, -2.47, -4.76)
H (3.92, -4.88, -5.32)
C (-4.72, 2.95, -1.56)
Br (-6.36, 2.76, -0.53)
Br (-3.45, 1.53, -1.19)
Br (-5.09, 3.12, -3.47)
H (-4.25, 3.89, -1.25)

Calculated values
Frontier orbital gap, eV: 6.5
Max |F|, eV/A: 14.25
Energy, hartree: -110482.0260

***

Record 6
DFT (ωB97M-V/def2-TZVPD) results for the molecule C5H6O2.

Atoms and positions in Å:
C (-2.32, -0.54, -0.02)
C (1.98, 0.64, -0.30)
C (-1.15, 0.00, -0.33)
C (0.00, -0.05, 0.71)
C (0.77, -1.17, 0.11)
O (0.98, 1.07, 0.58)
O (1.67, -0.77, -0.61)
H (-2.53, -1.08, 0.88)
H (-3.26, -0.48, -0.61)
H (2.20, 1.30, -1.10)
H (2.94, 0.62, 0.15)
H (-0.86, 0.58, -1.17)
H (-0.43, -0.12, 1.71)

Calculated values
Frontier orbital gap, eV: 9.1
Max |F|, eV/A: 5.74
Energy above the lowest of the compared OMol25 structures with the same formula, charge and spin, kcal/mol: 106.5
Energy, hartree: -344.4322

***

Record 7
DFT (ωB97M-V/def2-TZVPD) results for the molecule C4H8O.

Atoms and positions in Å:
O (1.62, -0.87, 0.21)
C (1.45, 0.54, 0.40)
C (0.06, 0.30, -0.53)
C (-1.27, 0.58, 0.06)
C (-1.10, -0.80, -0.53)
H (1.09, -1.31, 0.87)
H (2.51, 0.93, 0.22)
H (1.29, 0.83, 1.47)
H (0.28, 0.55, -1.56)
H (-1.27, 0.58, 1.15)
H (-1.87, 1.34, -0.40)
H (-1.18, -1.67, 0.13)
H (-1.61, -1.00, -1.48)

Calculated values
Frontier orbital gap, eV: 9.5
Max |F|, eV/A: 4.29
Energy above the lowest of the compared OMol25 structures with the same formula, charge and spin, kcal/mol: 89.4
Energy, hartree: -232.3032